1.
The following is a DFT calculation (ωB97M-V/def2-TZVPD) of one molecule with the formula C7H8ClN3 in a non-equilibrium geometry.

Properties
HOMO level, eV: -8.195
2S+1: 1
Energy above the lowest of the compared OMol25 structures with the same formula, charge and spin, kJ/mol: 152.68
Electronic energy, Eh: -895.89554
SMILES string: [H]/N=C(\N)Nc1ccc(Cl)cc1
Orbital gap, eV: 8.3

```
19
Properties=species:S:1:pos:R:3:forces:R:3:lowdin_charge:R:1
C -0.53935 0.98155 -2.00459 3.365 2.449 8.400 -0.619
C -0.13278 -0.29606 0.14581 -0.098 -0.731 0.657 -0.274
C 0.97625 0.38784 0.61011 3.216 2.031 0.543 -0.031
C 1.59026 0.15995 1.85815 -1.911 -2.502 0.214 -0.069
C 0.97683 -0.85955 2.62324 0.909 1.410 0.940 -0.667
C -0.13884 -1.54566 2.28345 2.998 8.678 -8.649 -0.104
C -0.62896 -1.30479 0.96346 -2.835 -2.056 0.276 -0.001
H -1.30839 1.68496 -3.62647 -0.140 -0.489 -0.093 0.111
H -1.65024 -0.14936 -3.24115 2.790 4.132 -0.802 0.228
H 0.19489 2.59247 -2.21261 0.440 2.177 -1.184 0.005
H -1.45642 -0.54398 -1.47838 -0.801 -1.756 1.125 0.095
H 1.52564 1.14336 0.00291 -1.062 -0.770 0.226 0.111
H 2.51615 0.46609 2.34810 -0.215 0.867 -1.044 0.100
H -0.40410 -2.27708 2.72526 -3.794 -9.105 6.050 -0.006
H -1.56085 -2.02977 0.58697 2.592 2.148 0.905 0.166
N -0.91387 0.84082 -3.22209 -4.456 -4.958 -4.143 0.120
N -0.06354 2.06972 -1.42622 -0.606 -2.302 -0.965 0.106
N -0.62405 -0.13033 -1.14111 -0.633 0.882 -2.654 0.088
Cl 1.64137 -1.19016 4.20517 0.243 -0.103 0.199 0.644
```
Forces are in eV/Å.

***

2.
The following is a DFT calculation (ωB97M-V/def2-TZVPD) of one molecule with the formula FH3OSi in a non-equilibrium geometry.

Properties
HOMO level, eV: -11.487
2S+1: 1
Energy above the lowest of the compared OMol25 structures with the same formula, charge and spin, kJ/mol: 28.17
Electronic energy, Eh: -466.47974
SMILES string: O[SiH2]F
Orbital gap, eV: 12.3

```
6
Properties=species:S:1:pos:R:3:forces:R:3:lowdin_charge:R:1
O -0.93036 -0.82814 0.17083 2.286 0.794 1.928 -0.205
F 1.77106 -0.40893 0.13581 -0.037 -0.231 -0.162 -0.192
Si 0.32902 0.26891 0.12843 -1.612 -1.798 -4.023 0.455
H -1.58047 -1.01152 -0.46217 -0.977 -0.163 -1.478 0.012
H 0.10490 0.99136 -1.23799 0.497 -0.344 1.277 -0.012
H 0.30585 0.98832 1.26508 -0.157 1.742 2.458 -0.057
```
Forces are in eV/Å.

***

3.
The following is a DFT calculation (ωB97M-V/def2-TZVPD) of C15H25AuN4O2 as an isolated structure in a non-equilibrium geometry.

Properties
Charge: +2
HOMO level, eV: -15.795
2S+1: 1
Energy above the lowest of the compared OMol25 structures with the same formula, charge and spin, kJ/mol: 85.97
Electronic energy, Eh: -1091.22214
Orbital gap, eV: 6.9

```
47
Properties=species:S:1:pos:R:3:forces:R:3:lowdin_charge:R:1
Au 0.81923 0.00122 -0.39327 0.102 0.161 -0.363 0.951
C 0.30993 -1.49108 4.78543 0.008 0.015 0.155 -0.018
C 0.80423 -0.11338 4.31133 -0.016 -0.069 0.804 -0.585
C -0.13067 1.01752 4.77443 0.016 -0.023 0.092 -0.020
C 2.25143 0.14692 4.74983 0.026 0.000 0.042 -0.017
C 0.73133 -0.13748 2.87753 -0.110 0.044 -1.197 -0.104
N 0.60213 -0.15898 1.73633 0.039 0.379 0.289 0.129
H 0.30973 -1.51678 5.87333 0.016 0.048 0.043 0.104
H 0.96353 -2.28318 4.42713 0.029 -0.049 -0.021 0.098
H -0.70287 -1.68318 4.43863 -0.068 -0.027 -0.009 0.095
H -0.13577 1.05292 5.86173 0.027 -0.039 0.049 0.104
H -1.14987 0.84732 4.43493 -0.085 -0.014 -0.004 0.091
H 0.21103 1.98262 4.40643 0.023 0.060 -0.019 0.094
H 2.29313 0.15572 5.83763 -0.059 -0.012 0.028 0.104
H 2.60783 1.11072 4.39323 0.017 0.054 -0.042 0.095
H 2.92093 -0.63298 4.39493 0.035 -0.050 -0.040 0.096
N -0.64607 -1.36328 -3.35027 0.061 0.220 -0.393 0.196
C -0.64027 -2.18238 -2.28437 0.009 -0.170 0.527 -0.630
N -0.99627 -3.45598 -2.46227 -0.190 -0.407 -0.194 0.204
O -0.31517 -1.79318 -1.14037 -0.113 0.056 -0.260 -0.098
H -0.96587 -1.66478 -4.25507 0.010 0.005 0.023 0.125
H -0.47167 -0.38238 -3.21437 -0.030 -0.169 0.033 0.074
H -1.30577 -3.81998 -3.34847 0.039 0.030 0.067 0.126
H -1.00367 -4.07798 -1.66787 0.062 0.168 -0.078 0.135
C -0.43807 1.85002 -0.89127 -1.256 0.362 0.114 0.040
C -1.77617 1.41512 -1.13387 0.398 -0.149 0.216 -0.286
C -2.33817 1.43682 -2.42837 -0.338 -0.229 -0.422 -0.021
C -3.63837 1.01792 -2.65037 0.405 0.166 -0.233 -0.027
C -4.43367 0.58332 -1.59137 0.518 -0.028 -0.013 0.012
C -3.90217 0.55142 -0.30627 0.245 0.099 0.364 -0.021
C -2.60927 0.97952 -0.07347 -0.202 -0.006 0.181 0.006
H -0.25787 2.32292 0.06433 0.317 -0.302 0.351 0.094
H 0.06373 2.33832 -1.71477 0.386 -0.270 -0.204 0.088
H -1.76467 1.84032 -3.25017 0.141 -0.062 -0.151 0.126
H -4.03547 1.01062 -3.65537 -0.042 0.178 -0.015 0.124
H -5.44997 0.27132 -1.77087 -0.122 -0.058 -0.011 0.130
H -4.50927 0.19852 0.51363 -0.027 0.070 0.089 0.125
H -2.22437 1.02332 0.93403 0.067 -0.180 0.143 0.118
C 2.56423 0.66662 -3.64697 0.061 -0.038 0.015 0.014
C 3.37593 0.26072 -2.45317 -0.125 0.134 -0.363 -0.541
N 4.68213 0.15192 -2.62017 0.446 -0.020 0.106 0.220
O 2.86003 0.00352 -1.35247 -0.403 0.105 0.390 -0.085
H 3.14473 1.25312 -4.35207 -0.002 0.048 -0.077 0.095
H 1.70423 1.24362 -3.31967 -0.053 0.054 0.018 0.063
H 2.21703 -0.23578 -4.15007 -0.032 -0.043 -0.014 0.098
H 5.13183 0.37302 -3.49487 -0.099 -0.026 0.054 0.135
H 5.27293 -0.11418 -1.84297 -0.131 -0.019 -0.072 0.143
```
Forces are in eV/Å.

***

4.
The following is a DFT calculation (ωB97M-V/def2-TZVPD) of C7H14O2 as an isolated structure in a non-equilibrium geometry.

Properties
HOMO level, eV: -8.422
2S+1: 1
Energy above the lowest of the compared OMol25 structures with the same formula, charge and spin, kJ/mol: 358.45
Electronic energy, Eh: -425.46872
Orbital gap, eV: 9.3

```
23
Properties=species:S:1:pos:R:3:forces:R:3:lowdin_charge:R:1
C 1.25562 0.45187 -0.67764 -3.700 0.008 1.131 -0.537
C 0.78731 -1.43117 0.71522 0.201 1.354 -1.174 -0.154
C -0.63170 0.85967 -0.29960 2.752 2.397 -0.937 -0.153
C 2.01139 1.40307 0.22264 -0.125 0.050 -0.136 -0.006
C -1.97099 0.61674 -0.98759 0.172 -0.703 0.128 -0.135
C -0.69829 -1.42742 0.48301 -0.256 -2.767 2.466 -0.220
C -1.51074 -1.51895 1.56994 0.774 0.264 -1.417 0.010
O 1.47027 -0.86799 -0.43846 0.584 -1.090 0.339 -0.077
O 1.43410 0.74629 -1.99836 0.422 0.078 -0.378 0.051
H 1.71654 -0.04701 -2.46885 -0.163 -0.112 0.117 0.120
H 1.04266 -0.86105 1.61170 0.062 -0.131 0.085 0.119
H 1.17674 -2.45153 0.78368 -0.151 0.222 0.019 0.134
H -0.35383 1.82130 -0.73538 -0.041 0.452 -0.049 0.067
H -0.68810 1.12910 0.75114 -0.164 -0.480 0.251 0.082
H -0.98132 -1.95552 -0.42383 -0.219 0.473 -0.189 0.123
H 1.76945 2.42780 -0.05843 0.074 -0.032 0.040 0.091
H 1.74202 1.25650 1.26565 -0.028 -0.020 0.051 0.078
H 3.08942 1.24148 0.11049 -0.173 -0.012 -0.082 0.098
H -1.82107 0.28437 -2.01777 -0.123 0.060 -0.005 0.078
H -2.56789 1.53184 -0.98709 0.232 0.100 -0.162 0.071
H -2.57617 -0.11479 -0.46174 -0.037 -0.261 -0.086 0.043
H -1.20955 -1.11516 2.52821 0.115 -0.129 0.083 0.062
H -2.48589 -1.97944 1.51304 -0.207 0.281 -0.093 0.055
```
Forces are in eV/Å.